[1]
ORCA calculation (the ωB97M-V functional and the def2-TZVPD basis) on a 2-piece molecular cluster, C4H13NO overall.

energy above the lowest of the compared OMol25 structures with the same formula, charge and spin	23.4	kJ/mol
strongest force on any atom	1.51	eV/A
total charge	0
LUMO	0.71	eV

Cartesian coordinates (Å):
C1 -0.181 0.278 2.099
C2 0.462 0.720 0.785
C3 1.065 -0.468 0.047
C4 1.959 -0.180 -1.153
N1 -0.507 1.347 -0.144
H1 -0.912 1.011 2.417
H2 -0.624 -0.705 1.997
H3 0.547 0.254 2.918
H4 1.245 1.456 0.970
H5 1.667 -1.001 0.800
H6 0.292 -1.218 -0.115
H7 1.503 0.513 -1.854
H8 2.863 0.309 -0.797
H9 2.188 -1.106 -1.663
H10 -1.042 2.088 0.295
H11 -1.186 0.614 -0.337
H12 -1.969 -1.398 -2.224
H13 -3.040 -1.885 -1.155
O1 -2.277 -1.325 -1.319

***

[2]
ORCA calculation (the ωB97M-V functional and the def2-TZVPD basis) on C17H11CrF6N4O4S2 as an isolated structure.

energy above the lowest of the compared OMol25 structures with the same formula, charge and spin	4.9	kJ/mol
2S+1	4
strongest force on any atom	0.54	eV/A
total charge	+2
LUMO (alpha / beta)	-7.57 / -7.68	eV

Cartesian coordinates (Å):
Cr1 -0.228 0.009 -0.011
C1 -0.181 -0.063 4.381
C2 1.169 0.057 4.647
C3 2.060 0.139 3.583
C4 1.572 0.120 2.294
N1 0.243 0.034 2.034
C5 -0.603 -0.075 3.063
C6 2.439 0.146 1.095
C7 3.821 0.209 1.086
C8 4.473 0.198 -0.139
C9 3.753 0.129 -1.324
C10 2.372 0.074 -1.252
N2 1.762 0.079 -0.058
C11 1.440 0.019 -2.401
C12 1.853 0.034 -3.716
C13 0.898 -0.001 -4.726
C14 -0.440 -0.044 -4.383
C15 -0.785 -0.055 -3.042
N3 0.126 -0.030 -2.065
H1 -0.911 -0.154 5.172
H2 1.533 0.069 5.665
H3 3.122 0.205 3.769
H4 -1.648 -0.192 2.825
H5 4.385 0.263 2.005
H6 5.554 0.245 -0.172
H7 4.264 0.120 -2.275
H8 2.904 0.077 -3.963
H9 1.203 0.011 -5.763
H10 -1.217 -0.066 -5.132
H11 -1.822 -0.080 -2.742
F1 -3.287 -3.744 -0.526
C16 -3.304 -2.501 -0.942
F2 -2.695 -2.385 -2.110
F3 -4.527 -2.025 -1.008
S1 -2.392 -1.501 0.335
O1 -0.958 -1.900 0.237
O2 -3.066 -1.642 1.569
N4 -2.291 -0.032 -0.282
S2 -2.403 1.569 -0.261
O3 -0.965 1.907 -0.051
O4 -3.061 2.101 -1.386
C17 -3.378 2.088 1.250
F4 -4.415 1.281 1.328
F5 -3.742 3.328 1.061
F6 -2.626 1.980 2.332

***

[3]
ORCA calculation (the ωB97M-V functional and the def2-TZVPD basis) on a 4-piece molecular cluster, C8H16Cl8 overall.

energy above the lowest of the compared OMol25 structures with the same formula, charge and spin	65.3	kJ/mol
strongest force on any atom	1.60	eV/A
total charge	0
LUMO	0.34	eV

Cartesian coordinates (Å):
Cl1 -21.945 21.356 -18.680
C1 -21.652 19.851 -19.546
C2 -20.281 19.873 -20.223
Cl2 -19.011 20.006 -18.967
H1 -22.446 19.573 -20.240
H2 -21.488 19.084 -18.788
H3 -20.171 20.711 -20.911
H4 -20.105 18.913 -20.709
Cl3 -15.593 26.982 -12.564
C3 -16.502 26.338 -13.971
C4 -15.612 25.226 -14.611
Cl4 -15.654 23.732 -13.569
H5 -16.699 27.124 -14.700
H6 -17.440 25.981 -13.545
H7 -14.569 25.540 -14.570
H8 -15.996 24.975 -15.600
Cl5 -23.434 24.187 -21.128
C5 -21.731 24.342 -21.555
C6 -20.933 24.714 -20.255
Cl6 -21.493 26.296 -19.588
H9 -21.683 25.010 -22.415
H10 -21.378 23.418 -22.013
H11 -19.846 24.700 -20.336
H12 -21.082 23.983 -19.461
Cl7 -20.070 23.691 -16.878
C7 -18.602 22.724 -16.837
C8 -17.754 23.001 -18.055
Cl8 -17.052 24.656 -18.068
H13 -18.850 21.663 -16.794
H14 -18.038 22.929 -15.927
H15 -18.280 22.794 -18.987
H16 -16.913 22.318 -17.935

***

[4]
ORCA calculation (the ωB97M-V functional and the def2-TZVPD basis) on a 11-piece molecular cluster, C32H68N4O22 overall.

energy above the lowest of the compared OMol25 structures with the same formula, charge and spin	191.1	kJ/mol
strongest force on any atom	2.05	eV/A
total charge	0
LUMO	-0.10	eV

Cartesian coordinates (Å):
C1 0.858 2.422 3.565
N1 0.442 3.737 3.044
O1 1.319 4.502 2.717
O2 -0.750 3.934 2.909
H1 1.444 2.537 4.473
H2 1.517 1.914 2.861
H3 0.027 1.733 3.676
C2 -1.900 -3.087 -2.432
N2 -1.201 -4.262 -1.815
O3 -1.298 -5.311 -2.429
O4 -0.461 -4.097 -0.868
H4 -1.115 -2.497 -2.905
H5 -2.357 -2.506 -1.637
H6 -2.561 -3.442 -3.212
C3 -5.410 2.061 -0.231
N3 -4.609 2.008 -1.512
O5 -3.500 1.538 -1.472
O6 -5.198 2.409 -2.485
H7 -5.556 3.143 -0.227
H8 -4.860 1.728 0.644
H9 -6.337 1.508 -0.320
C4 -4.573 -2.222 3.174
N4 -5.081 -1.539 1.934
O7 -6.278 -1.576 1.767
O8 -4.286 -0.966 1.232
H10 -4.258 -3.223 2.885
H11 -5.383 -2.238 3.893
H12 -3.696 -1.718 3.570
O9 4.511 -6.045 -3.839
C5 3.450 -5.574 -3.535
O10 2.273 -6.216 -3.518
C6 2.275 -7.609 -3.814
C7 1.884 -8.397 -2.566
C8 3.234 -4.094 -3.277
H13 3.195 -8.027 -4.212
H14 1.500 -7.797 -4.558
H15 1.232 -7.965 -1.806
H16 2.781 -8.554 -1.947
H17 1.565 -9.423 -2.753
H18 2.514 -3.593 -3.925
H19 4.194 -3.595 -3.348
H20 2.693 -4.001 -2.330
O11 -1.005 1.217 -7.613
C9 -1.024 2.322 -7.130
O12 -0.794 2.606 -5.855
C10 -0.225 1.578 -5.038
C11 -1.221 1.166 -3.981
C12 -1.510 3.528 -7.899
H21 0.684 1.974 -4.578
H22 0.120 0.708 -5.594
H23 -2.046 0.629 -4.453
H24 -1.480 1.950 -3.276
H25 -0.783 0.382 -3.350
H26 -2.106 4.118 -7.200
H27 -2.178 3.273 -8.716
H28 -0.679 4.124 -8.270
O13 1.250 -0.573 -1.479
C13 1.177 -1.052 -0.375
O14 0.253 -0.730 0.522
C14 -0.929 -0.077 0.077
C15 -1.507 0.700 1.221
C16 2.190 -2.066 0.086
H29 -1.650 -0.819 -0.287
H30 -0.818 0.489 -0.850
H31 -2.327 1.342 0.899
H32 -0.849 1.487 1.601
H33 -1.768 0.088 2.081
H34 2.711 -1.822 1.009
H35 2.943 -2.288 -0.662
H36 1.663 -3.015 0.222
O15 0.126 5.813 -0.419
C17 -0.937 5.286 -0.230
O16 -2.057 5.893 0.200
C18 -1.896 7.229 0.714
C19 -1.483 7.277 2.162
C20 -1.175 3.847 -0.602
H37 -2.863 7.702 0.545
H38 -1.200 7.716 0.030
H39 -0.586 6.686 2.354
H40 -2.255 6.883 2.829
H41 -1.299 8.261 2.597
H42 -0.599 3.246 0.099
H43 -0.915 3.719 -1.648
H44 -2.230 3.646 -0.426
O17 6.590 0.112 -3.271
C21 5.558 0.346 -2.695
O18 5.072 -0.363 -1.664
C22 5.693 -1.625 -1.422
C23 6.612 -1.527 -0.219
C24 4.672 1.479 -3.106
H45 6.225 -2.083 -2.256
H46 4.877 -2.322 -1.221
H47 6.201 -0.894 0.567
H48 7.509 -1.002 -0.556
H49 6.852 -2.535 0.117
H50 3.917 1.036 -3.756
H51 5.182 2.308 -3.580
H52 4.207 1.850 -2.188
O19 2.517 -0.545 3.673
C25 2.502 -1.747 3.672
O20 3.556 -2.539 3.578
C26 4.903 -2.068 3.685
C27 5.729 -3.202 3.115
C28 1.255 -2.608 3.501
H53 5.139 -1.793 4.715
H54 5.097 -1.134 3.149
H55 5.362 -3.499 2.139
H56 5.685 -4.019 3.846
H57 6.813 -3.079 3.152
H58 0.983 -3.342 4.260
H59 1.351 -3.180 2.582
H60 0.437 -1.888 3.504
O21 -3.643 1.734 3.612
C29 -4.337 2.572 4.137
O22 -4.365 2.797 5.440
C30 -3.616 1.946 6.299
C31 -4.414 0.682 6.605
C32 -5.185 3.539 3.339
H61 -3.336 2.485 7.200
H62 -2.671 1.658 5.832
H63 -4.850 0.175 5.747
H64 -5.260 0.958 7.240
H65 -3.789 -0.020 7.160
H66 -6.173 3.143 3.122
H67 -4.678 3.663 2.383
H68 -5.147 4.485 3.875

***

[5]
ORCA calculation (the ωB97M-V functional and the def2-TZVPD basis) on a 3-piece molecular cluster, C4H12N2O2 overall.

energy above the lowest of the compared OMol25 structures with the same formula, charge and spin	984.8	kJ/mol
strongest force on any atom	4.40	eV/A
total charge	0
LUMO (alpha / beta)	0.83 / 0.74	eV

Cartesian coordinates (Å):
C1 -1.222 -0.116 1.366
N1 -0.542 -2.469 -0.014
N2 -0.222 -0.327 0.327
O1 0.515 -2.715 -0.941
O2 -0.119 -2.950 1.238
H1 0.297 -3.570 -1.340
H2 0.838 -3.120 1.200
H3 -0.643 -0.781 -0.615
H4 -0.964 -0.741 2.218
H5 -2.193 -0.433 0.988
H6 -1.305 0.931 1.649
C2 0.709 1.574 -1.808
C3 0.344 1.568 -0.364
C4 0.426 2.592 0.464
H7 0.758 -0.268 0.570
H8 1.455 0.805 -2.032
H9 -0.166 1.368 -2.432
H10 1.123 2.539 -2.129
H11 0.753 3.583 0.139
H12 0.159 2.528 1.515

***

[6]
ORCA calculation (the ωB97M-V functional and the def2-TZVPD basis) on C2HLi2NaO2 as an isolated structure.

energy above the lowest of the compared OMol25 structures with the same formula, charge and spin	550.1	kJ/mol
strongest force on any atom	10.17	eV/A
total charge	0
LUMO (alpha / beta)	-1.49 / -1.49	eV

Cartesian coordinates (Å):
O1 1.891 -0.504 1.162
C1 0.829 0.345 0.866
C2 -0.481 -0.045 0.771
Na1 -0.399 -2.839 -2.423
Li1 -0.011 0.558 -1.796
H1 -0.145 -0.058 2.066
Li2 -0.320 1.909 -0.671
O2 -1.363 0.635 0.025